The following is a DFT calculation (ωB97M-V/def2-TZVPD) of the molecule C2H5N3O in a non-equilibrium geometry.

Cartesian coordinates (Å):
H1 -0.400 1.844 0.552
N1 -1.225 1.421 -0.041
C1 -0.964 0.300 0.155
N2 -1.967 -0.640 -0.104
O1 0.232 -0.355 0.454
N3 1.239 0.649 -0.116
C2 2.240 -0.092 -0.067
H2 -1.693 -1.460 -0.515
H3 -2.936 -0.515 -0.076
H4 3.330 0.019 -0.281
H5 2.144 -1.169 0.039

Forces on atoms 1 to 2 (eV/Å):
-1.8 0.6 -2.0
1.5 9.8 2.2

Values from the calculation:
Molar mass, Da: 87.082
HOMO-LUMO gap, eV: 10.22
ΔE to the lowest compared entry with this formula, charge and spin, kJ/mol: 460.0
E, a.u.: -318.5753
SMILES: [H]/N=C(/N)ON=C

The following is a DFT calculation (ωB97M-V/def2-TZVPD) of a 10-piece molecular cluster, C36H48N3O18 overall in a non-equilibrium geometry.

Cartesian coordinates (Å):
C1 1.375 1.406 -1.073
C2 0.658 0.234 -0.554
O1 -0.327 0.182 0.109
N1 1.392 -1.114 -0.831
H1 1.796 -1.209 -1.662
H2 2.204 -1.084 -0.236
C3 0.418 -2.271 -0.706
H3 1.077 2.385 -0.578
H4 1.205 1.644 -2.134
H5 2.348 1.345 -0.834
H6 -0.464 -2.173 -1.443
H7 -0.145 -2.310 0.208
H8 0.786 -3.221 -0.677
N2 4.142 -1.809 -3.613
O2 3.456 -1.631 -2.599
O3 3.602 -1.979 -4.789
O4 5.211 -1.197 -3.557
N3 3.508 -0.090 1.500
O5 4.250 -0.095 0.433
O6 2.728 -0.994 1.740
O7 3.417 1.037 1.969
C4 3.425 4.435 -1.802
C5 3.605 3.813 -3.200
C6 4.703 4.483 -3.962
O8 3.744 2.454 -3.162
H9 2.696 3.742 -1.461
H10 3.284 5.470 -1.881
H11 4.214 4.340 -1.158
H12 2.632 3.895 -3.471
H13 4.477 5.508 -3.744
H14 4.789 4.443 -4.940
H15 5.638 4.191 -3.669
H16 3.936 2.085 -4.003
C7 -2.680 5.286 -1.611
C8 -1.760 4.062 -1.771
C9 -0.360 4.607 -2.173
O9 -1.697 3.367 -0.645
H17 -2.140 6.114 -1.036
H18 -3.513 4.957 -1.247
H19 -3.146 5.776 -2.598
H20 -2.149 3.500 -2.574
H21 0.214 5.066 -1.289
H22 -0.353 5.449 -2.988
H23 0.423 3.940 -2.501
H24 -1.368 3.954 -0.054
C10 -3.043 -5.148 0.219
C11 -3.912 -5.216 -1.055
C12 -4.025 -3.992 -1.908
O10 -3.151 -6.291 -1.758
H25 -3.218 -4.236 0.810
H26 -2.198 -4.468 0.108
H27 -3.152 -5.947 0.990
H28 -5.006 -5.509 -0.666
H29 -4.288 -3.913 -2.890
H30 -3.043 -3.365 -1.940
H31 -4.659 -3.177 -1.330
H32 -3.645 -6.734 -2.430
C13 -1.061 -1.213 3.332
C14 -0.822 -1.112 4.791
C15 -2.099 -1.134 5.856
O11 -1.819 -1.071 7.015
C16 -3.403 -1.463 5.153
C17 -3.411 -1.579 3.718
C18 -2.368 -1.551 2.702
O12 -2.551 -1.811 1.527
H33 -0.356 -1.277 2.700
H34 0.139 -1.217 5.200
H35 -4.246 -1.347 5.804
H36 -4.363 -1.945 3.320
C19 -1.869 3.149 5.161
C20 -0.466 3.087 5.915
C21 0.723 2.623 4.969
O13 1.932 2.472 5.395
C22 0.486 2.550 3.531
C23 -0.988 2.547 3.019
C24 -2.135 2.687 3.824
O14 -3.312 2.675 3.319
H37 -2.760 3.319 5.590
H38 -0.305 3.280 6.928
H39 1.154 2.289 2.877
H40 -1.076 2.337 1.902
C25 1.699 -4.216 2.091
C26 2.083 -3.665 3.480
C27 1.270 -3.967 4.678
O15 1.471 -3.601 5.809
C28 0.030 -4.752 4.397
C29 -0.305 -5.210 2.966
C30 0.525 -4.887 1.882
O16 0.193 -5.108 0.711
H41 2.438 -4.079 1.120
H42 2.900 -2.983 3.633
H43 -0.568 -5.067 5.145
H44 -1.301 -5.618 2.975
C31 0.345 -1.114 -4.475
C32 1.037 0.085 -5.027
C33 0.534 1.454 -4.983
O17 1.196 2.447 -5.293
C34 -0.851 1.502 -4.681
C35 -1.708 0.381 -4.160
C36 -1.135 -0.969 -3.997
O18 -1.744 -1.987 -3.760
H45 0.797 -1.959 -4.490
H46 2.016 -0.095 -4.981
H47 -1.193 2.587 -4.781
H48 -2.664 0.528 -3.688

Forces on atoms 1 to 2 (eV/Å):
-3.2 2.7 -0.3
-0.3 -0.5 0.4

Values from the calculation:
Molar mass, Da: 810.783
HOMO-LUMO gap, eV: 4.49
ΔE to the lowest compared entry with this formula, charge and spin, kJ/mol: 322.4
Charge: -1
E, a.u.: -2918.1673

The following is a DFT calculation (ωB97M-V/def2-TZVPD) of C21H20ClN4O3Re as an isolated structure in a non-equilibrium geometry.

Cartesian coordinates (Å):
Re1 0.568 0.132 -0.055
Cl1 -2.681 -3.284 -5.677
C1 -1.789 -2.335 -4.580
C2 -0.919 -1.333 -5.065
C3 -0.183 -0.546 -4.209
C4 -0.280 -0.718 -2.831
O1 0.451 0.038 -2.024
C5 -1.150 -1.732 -2.320
C6 -1.275 -2.027 -0.959
N1 -0.707 -1.435 0.088
C7 -0.935 -1.886 1.433
C8 -1.848 -2.833 1.831
C9 -1.914 -3.230 3.180
C10 -1.079 -2.687 4.118
C11 -0.153 -1.687 3.743
C12 0.740 -1.063 4.640
C13 1.592 -0.076 4.192
C14 1.556 0.298 2.855
N2 0.735 -0.284 1.972
C15 -0.109 -1.282 2.398
C16 -1.895 -2.529 -3.231
H1 -0.833 -1.194 -6.136
H2 0.484 0.218 -4.586
H3 -1.917 -2.872 -0.732
H4 -2.529 -3.298 1.131
H5 -2.636 -3.982 3.467
H6 -1.121 -3.011 5.150
H7 0.751 -1.365 5.680
H8 2.280 0.422 4.860
H9 2.193 1.095 2.490
H10 -2.555 -3.301 -2.855
O2 2.802 -0.026 -0.248
H11 3.244 0.415 -0.993
H12 3.363 -0.779 0.003
N3 -0.863 1.454 0.110
C17 -1.625 2.349 0.077
N4 -2.477 3.285 0.013
C18 -2.158 4.607 -0.604
C19 -2.218 5.667 0.495
O3 -3.464 5.628 1.143
C20 -3.700 4.410 1.801
C21 -3.748 3.261 0.794
H13 -2.927 4.801 -1.351
H14 -1.183 4.569 -1.086
H15 -2.115 6.653 0.046
H16 -1.398 5.513 1.210
H17 -4.662 4.491 2.302
H18 -2.922 4.211 2.551
H19 -4.560 3.417 0.084
H20 -3.867 2.296 1.283

Forces on atoms 1 to 2 (eV/Å):
-0.3 -0.8 -1.3
0.0 0.0 -0.1

Values from the calculation:
Molar mass, Da: 598.076
HOMO-LUMO gap (alpha / beta), eV: 5.78 / 5.00
ΔE to the lowest compared entry with this formula, charge and spin, kJ/mol: 51.4
Charge: +3
E, a.u.: -1794.4428
Spin multiplicity: 4
Expectation value of S²: 3.780

The following is a DFT calculation (ωB97M-V/def2-TZVPD) of C6H6N2O as an isolated structure in a non-equilibrium geometry.

Cartesian coordinates (Å):
C1 -3.028 1.168 -0.017
C2 -0.607 0.965 -0.743
C3 0.025 -0.049 -0.053
C4 -2.056 0.406 -0.691
C5 -1.175 -0.890 0.433
C6 1.517 -0.296 0.357
N1 -3.811 1.735 0.574
N2 -1.425 -2.033 -0.384
O1 -2.219 -2.817 0.173
H1 -0.262 1.672 -1.445
H2 -2.231 -0.264 -1.526
H3 -1.531 -0.966 1.488
H4 1.995 -0.808 -0.497
H5 1.710 -0.950 1.347
H6 2.032 0.609 0.413

Forces on atoms 1 to 2 (eV/Å):
0.5 -1.2 -0.9
0.1 -3.9 1.4

Values from the calculation:
Molar mass, Da: 122.127
HOMO-LUMO gap (alpha / beta), eV: 8.62 / 8.62
ΔE to the lowest compared entry with this formula, charge and spin, kJ/mol: 512.3
E, a.u.: -416.7786

The following is a DFT calculation (ωB97M-V/def2-TZVPD) of a 2-piece molecular cluster, CH6NO overall in a non-equilibrium geometry.

Cartesian coordinates (Å):
O1 1.423 1.206 1.084
H1 -0.584 0.270 0.336
H2 0.942 1.958 1.440
H3 2.288 1.351 1.472
C1 -0.577 -1.375 -0.846
N1 -0.970 -0.209 -0.484
H4 -0.533 -2.098 -0.035
H5 -0.589 -1.614 -1.905
H6 -1.401 0.512 -1.062

Forces on atoms 1 to 2 (eV/Å):
-0.5 0.1 0.0
-0.5 -1.0 0.9

Values from the calculation:
Molar mass, Da: 48.065
HOMO-LUMO gap, eV: 9.65
ΔE to the lowest compared entry with this formula, charge and spin, kJ/mol: 97.8
Charge: +1
E, a.u.: -171.3898

The following is a DFT calculation (ωB97M-V/def2-TZVPD) of a 2-piece molecular cluster, C2Cl2N2O2 overall in a non-equilibrium geometry.

Cartesian coordinates (Å):
C1 -1.074 -1.294 0.433
C2 -0.109 0.937 0.447
N1 -1.873 -2.110 0.418
N2 1.016 0.600 -0.528
O1 0.832 0.594 -1.682
O2 2.048 0.169 -0.045
Cl1 -1.165 2.155 -0.181
Cl2 0.432 0.945 2.079

Forces on atoms 1 to 2 (eV/Å):
1.9 4.2 -0.4
-0.8 -1.4 0.7

Values from the calculation:
Molar mass, Da: 154.940
HOMO-LUMO gap (alpha / beta), eV: 7.83 / 7.84
ΔE to the lowest compared entry with this formula, charge and spin, kJ/mol: 437.9
E, a.u.: -1256.3143